Entry A
C36H99N9O9 | wB97M-V/def2-TZVPD

Geometry as ORCA input:
```
! RIJCOSX wB97M-V def2-TZVPD def2/J DEFGRID3
* xyz 0 1
C -20.93808 -15.34369 15.98217
N -24.89301 -26.94898 8.98472
C -21.37326 -15.49754 11.32372
H -19.06648 -19.13053 14.23773
C -16.18749 -25.98243 17.06680
H -20.46018 -28.13597 12.51267
H -25.13365 -26.38490 10.98390
O -25.93010 -22.71284 15.25281
H -25.80503 -26.56956 8.72224
H -16.30137 -22.90389 17.11825
H -20.44073 -15.65868 10.77158
H -18.67328 -22.38645 15.26352
C -25.35907 -13.20688 15.92572
H -24.16132 -18.64892 13.82979
H -20.06561 -15.25801 16.63019
H -19.86789 -29.65203 12.99112
O -19.16469 -27.05574 16.06376
H -20.65159 -27.14541 14.63118
H -26.13057 -12.88783 16.63073
H -16.12363 -26.37896 9.04506
C -26.06996 -23.97017 14.63360
H -28.15665 -24.05914 15.35075
H -28.41795 -26.23679 14.54383
H -27.65521 -25.54350 17.33254
N -17.82922 -21.97323 18.06937
H -24.34224 -26.11965 8.77040
O -19.98112 -21.09973 14.17119
H -14.47909 -26.15804 12.85908
H -25.93621 -28.42508 11.88729
H -20.39102 -19.49581 15.33267
H -26.07566 -25.76549 16.69668
H -22.81364 -26.91291 10.37995
C -24.72032 -22.04843 14.91724
H -18.87044 -20.22624 15.65030
H -19.06396 -26.68386 10.92880
H -17.38438 -21.06185 18.02794
H -18.35212 -24.82361 14.29982
C -24.93480 -27.29545 10.40132
H -26.90982 -28.03261 10.48872
H -15.95784 -27.03453 17.21942
H -20.37053 -27.95809 17.49623
N -22.11919 -19.63308 12.46320
H -16.97177 -25.35803 11.05604
H -22.76431 -25.91988 12.52047
H -15.17920 -23.67837 19.36920
O -16.95658 -25.61468 18.18886
H -20.44843 -23.28029 12.96051
H -21.49703 -19.70522 11.66234
H -16.54071 -22.91299 20.21649
C -18.86002 -27.91124 13.87370
C -22.41885 -18.18171 12.52911
H -18.24009 -24.40877 19.03611
C -17.18742 -26.48315 9.28148
H -22.82617 -17.81778 14.62783
N -27.43783 -25.97047 14.58149
H -16.58007 -23.60701 9.66334
H -17.21160 -27.45766 9.77498
H -24.70648 -21.04560 15.32451
H -18.89644 -28.60997 11.83351
H -14.18861 -24.72186 11.09455
C -15.13997 -24.33289 13.80688
C -23.36941 -17.91520 13.67894
C -26.88794 -25.03867 16.74508
H -23.06767 -26.71177 14.03377
O -22.01392 -14.72644 16.64013
C -19.52288 -19.92983 14.82239
H -18.38027 -24.40589 17.35730
H -23.31538 -14.98114 14.99675
H -10.77146 -25.20545 10.24529
H -21.61751 -23.24542 15.04374
C -15.94342 -22.89438 19.30907
C -19.87581 -23.47854 13.86801
H -15.33784 -21.99264 19.19705
H -23.24095 -13.66381 18.41790
H -16.64700 -25.83536 16.08533
H -18.28003 -21.93557 18.98148
O -23.30627 -27.85050 12.21852
C -19.51517 -28.65566 12.72664
C -19.11327 -22.19352 14.27525
C -23.05602 -14.27531 15.79080
H -24.66482 -22.03097 13.81837
H -13.32077 -23.48875 12.04224
H -20.82652 -17.54888 13.78166
H -14.77838 -23.35102 14.12808
C -23.49739 -27.64198 10.83780
H -11.73222 -23.69090 10.28058
H -20.37207 -24.10958 15.91987
H -19.09037 -26.93558 18.16619
H -20.41016 -17.70984 12.00221
H -24.48239 -26.43611 13.02259
H -23.17979 -28.62232 10.46486
C -17.59928 -24.01619 9.63630
H -21.58274 -19.85369 13.30223
O -12.25730 -25.22983 11.60738
H -22.22664 -15.82014 10.71796
H -21.13932 -16.39616 15.76206
C -23.41288 -26.66343 13.00027
C -14.04702 -25.21080 13.18987
H -16.79014 -28.38708 14.00389
H -18.19037 -24.07132 12.91653
N -19.03931 -25.72021 10.62769
H -17.85697 -23.97372 8.56927
C -25.92780 -28.39312 10.79521
H -25.05518 -12.32821 15.35932
N -13.03944 -25.44984 14.21844
H -20.27251 -28.69560 15.37773
C -19.83394 -27.75918 15.02766
H -16.01247 -24.20944 13.16909
C -24.26171 -13.93391 16.68254
H -12.68652 -24.59542 14.63326
H -25.92656 -13.91961 15.31827
C -11.76807 -24.78006 10.35592
H -25.63557 -29.39072 10.48003
N -18.90100 -24.52035 13.49428
C -27.25535 -24.66868 15.27624
H -26.60803 -24.10249 17.23187
H -17.54585 -21.45763 9.54047
H -12.38194 -25.17031 9.53681
H -17.65683 -28.33539 15.38351
C -16.83117 -23.06391 18.05740
C -19.78130 -27.04705 17.33725
H -21.27659 -24.91531 14.54995
C -20.83541 -24.00054 14.93989
O -21.38212 -15.96883 12.63971
H -19.26844 -25.12058 11.41299
N -23.84845 -13.11068 17.82404
H -15.34400 -24.81049 14.76584
H -23.87776 -22.67736 15.22611
H -20.52134 -26.23933 17.29141
H -26.31709 -23.71194 13.58884
H -23.88997 -16.95209 13.67850
H -17.80730 -26.48859 8.38331
H -20.66502 -14.85347 15.04170
H -22.68229 -13.34598 15.33651
H -15.24131 -25.42900 17.02967
H -21.47191 -14.40835 11.34147
H -18.99490 -21.16331 10.43442
H -22.72071 -17.82069 11.54270
H -23.26825 -12.34758 17.48770
H -25.16567 -24.58754 14.60767
H -18.24853 -22.12527 13.60238
C -21.12879 -17.36435 12.75389
C -13.48313 -24.56419 11.91822
H -12.25889 -25.88160 13.73003
N -17.66786 -28.66752 14.42072
H -27.23852 -25.76883 13.59789
H -18.38078 -26.99521 13.53125
H -24.66381 -14.88583 17.03574
C -18.52004 -21.89907 9.77866
C -17.67739 -25.40919 10.20004
C -17.60739 -24.37156 18.14247
H -19.17223 -21.98222 8.90613
O -18.37698 -23.12786 10.45333
*
```

The LUMO energy is 0.38 eV. The highest occupied orbital energy comes out at -8.8 eV.



Entry B
C36H99N9O9 | wB97M-V/def2-TZVPD

Geometry as ORCA input:
```
! RIJCOSX wB97M-V def2-TZVPD def2/J DEFGRID3
* xyz 0 1
C 5.64287 -3.79227 4.15520
C -4.60068 3.12518 1.88917
H -2.24818 0.28833 -1.95322
H -1.78695 1.93834 -6.40782
O 1.16468 -1.61335 -3.68087
C -4.15222 -1.12316 0.76047
H 0.85574 -2.01207 1.11395
O -3.91193 4.32877 2.14673
H -1.02231 5.18473 -2.09839
C -5.48046 4.07073 -0.34767
H -2.93244 1.37058 -0.68187
H 2.86969 -2.97094 -2.04805
N 4.49188 2.40307 3.62862
H 5.42828 -3.46596 5.18345
H -6.19124 2.40208 0.80773
H 1.68411 0.45638 -1.18965
H 6.36411 0.79485 3.73915
C -3.26830 -0.87282 3.07280
O 4.54103 -3.65388 3.30258
H -0.98014 -2.94093 0.01887
H -1.37011 -2.83309 4.35445
H -2.37735 2.60563 -4.90297
H -0.07660 -1.24125 2.14193
H 4.30992 -2.53896 -5.89077
H -2.09519 2.07001 -2.03928
C -1.91705 -2.78050 3.40919
O 0.98681 -4.47134 0.56408
H 1.49797 -3.06449 3.68759
H 4.82391 0.10024 -0.67471
H -0.74007 3.63345 0.51627
H -6.38394 4.35670 -0.88246
H -4.98639 -1.33475 0.09476
H -4.34922 1.45452 -5.21459
N -6.75966 4.32142 1.68613
C -0.28473 4.62748 0.46088
C 0.24207 -0.55176 -3.83969
H 1.15933 -1.16728 -1.12396
C 4.06869 -2.32268 3.22345
H 4.44623 1.66826 -1.32171
C -2.71523 4.14097 2.88587
H -6.44389 -0.28688 -4.57924
H 2.59591 -0.71571 -0.22952
C -2.09795 1.20577 -1.37454
C -4.44023 -1.37198 2.23262
H -4.19039 -2.65711 -4.14511
H 4.88570 -1.60745 3.07304
H 3.85101 -1.88038 5.30828
C 0.61504 4.67653 -0.79754
H -0.71684 -0.90086 -3.44792
H 1.69703 -6.41399 0.94960
H 0.07941 -0.32598 -4.89507
C 5.27061 1.06901 -0.91621
H 3.90487 2.07405 1.03374
H 0.16479 -5.89995 -0.65579
H -1.35101 -3.39954 2.70631
H 4.66509 0.52940 1.58690
H -5.01181 2.71028 2.81625
H 1.92353 -0.50768 4.91281
H -3.18810 0.21263 2.98508
H 1.64521 6.49192 1.26228
H -4.91901 3.37585 -0.98161
C 6.69412 1.60590 3.09390
H -1.68862 -2.60608 -1.55038
H -2.00561 -4.22223 -0.73969
H -3.27582 -1.71216 0.47967
H 0.69925 -3.05326 -1.46186
H 5.22683 -3.01769 -4.59381
H 2.00374 3.54586 0.17409
H 7.32211 2.33464 3.60750
H -3.47091 -1.00713 4.14516
H 3.99050 -1.76979 -2.08266
H -0.38992 3.49931 -2.33217
H 2.55855 -3.86191 4.90881
H 3.64589 2.79806 3.22237
H -4.67085 -2.41992 2.45658
H -4.50081 -0.37845 -3.63430
H -2.99004 3.59685 3.79764
C 0.75781 -4.98452 -0.75070
O -0.83655 1.15526 -0.74981
O 0.48814 4.75340 1.63291
H -0.78036 1.79304 -5.02430
H 6.49888 -3.16476 3.87601
H -2.67113 -1.79978 -4.53083
C -3.71092 -1.94912 -4.81900
H -0.50314 -3.25982 -3.22805
C -5.81127 3.41244 0.98707
H -6.17603 -1.81108 -4.95130
H 1.30411 -2.76392 5.36531
C 0.91673 6.06290 1.95676
H 1.28256 5.53899 -0.78133
H 7.37475 1.27769 2.30403
H 0.83255 2.76177 -0.42410
H 0.03188 6.70706 1.96397
H 0.50213 0.30202 -3.20694
H 5.70507 3.32748 2.22204
H -6.45554 -0.95546 2.16396
H 4.27142 1.44973 3.90798
N -0.19678 -4.19839 -2.98363
C 1.59282 -0.38523 -0.49685
C 4.83945 1.57600 1.30947
O -2.00736 -1.48438 2.85543
H -3.89317 -0.06322 0.70345
H 6.05356 1.04694 -1.66922
H 1.39972 6.01991 2.92947
H -2.25421 5.07993 3.18272
N 1.50279 3.47783 -0.71404
C 0.72091 -0.00575 0.69075
H -5.78983 -0.63464 3.60598
C -4.50016 -0.63206 -4.70875
N 2.66483 -0.55169 4.22033
H -6.23451 5.18548 1.83108
H 3.46508 -2.22452 2.31650
O -2.46627 0.54380 -5.02557
H 2.83027 -0.39099 -4.01135
C 5.45052 2.30478 2.50678
H -3.91895 0.29697 -6.49587
H -1.32913 0.67167 1.17859
H -6.74120 3.97870 2.65181
C 2.39355 -1.35185 -4.31691
H 0.72904 -4.25061 -3.40475
H 2.82133 -3.45670 -4.41115
H 1.73870 -5.13177 -1.21678
H 1.02768 -5.48759 2.32303
H 0.42211 5.10514 -2.84715
C 3.20591 -1.94025 4.42856
C -1.31040 -3.40516 -0.91312
C -0.74299 0.25710 0.34936
C -3.80797 0.52573 -5.42623
H -3.72096 -2.27771 -5.86002
C 0.01475 -3.90686 -1.53616
N 0.79441 -1.13169 1.62338
H 2.16930 -0.60759 3.32626
H -2.05762 3.58446 2.21214
N -5.85989 -0.87544 -5.17200
C 2.07244 -2.92486 4.60500
H -1.22460 -0.69640 0.09747
N -5.62515 -0.58039 2.60498
H -1.14763 5.31342 0.44275
H 1.11414 0.91293 1.13900
C 1.61905 -5.42675 1.40527
H 2.61892 -5.13787 1.74065
N 4.54295 -2.34827 -4.92344
H 2.19652 -1.17141 -5.38683
C 3.74191 -2.67509 -2.64509
H 5.93740 -4.83727 4.21813
C -1.82572 1.75797 -5.32335
C 3.33751 -2.53975 -4.10327
H -4.85087 4.95677 -0.25199
H 4.54095 -3.40292 -2.50159
C -0.13906 4.52759 -2.10708
O 5.82444 1.63392 0.27443
H -3.90688 2.48301 1.32739
H -2.88705 -3.25845 3.55749
*
```

The LUMO energy is 0.45 eV. The highest occupied orbital energy comes out at -8.8 eV.



Verdict on stability: entry B comes out on top.



Entry A
C4H21NO7 | wB97M-V/def2-TZVPD

Geometry as ORCA input:
```
! RIJCOSX wB97M-V def2-TZVPD def2/J DEFGRID3
* xyz 0 1
O 0.38168 1.43209 3.20624
H -1.13238 1.20526 0.45650
H -1.96477 -0.98707 3.44464
H 0.06119 -0.06145 -3.42389
H 0.77394 1.57557 2.33968
H -0.25473 3.57539 0.04043
H 1.03132 3.03427 0.59619
H 0.63862 -0.54880 3.09934
C -1.48246 -0.42472 -2.06930
H 0.12978 0.39342 -0.30158
O 1.37918 -2.64598 -2.80963
H 2.50361 -1.73251 -1.38999
H 1.91256 1.18928 -0.77688
H -1.76812 0.62929 -2.15026
O -2.74539 -0.50016 3.10854
H -2.64020 -0.32736 -0.36756
O 2.69981 -0.90592 -0.92829
H 3.13410 1.64506 -0.04805
H -0.04827 -0.81494 1.81282
H -1.42575 -1.66213 -0.26915
O 2.24021 1.31763 0.13016
H -0.55144 1.53090 2.99320
H -2.13973 -1.06774 -2.63861
H 3.22742 -1.04856 -0.12960
H -2.23939 -0.09524 2.38978
H -0.58645 -2.82399 -2.59640
C -0.05266 -0.66609 -2.49760
O 0.07532 2.89735 0.65125
C -1.55774 -0.58016 -0.45461
N -0.70342 0.31614 0.26907
H 0.78465 -0.47421 -1.81439
O 0.03192 -1.20677 2.73125
C 0.28760 -2.16787 -2.60327
*
```

The LUMO energy is -0.04 eV. The highest occupied orbital energy comes out at -9.8 eV.



Entry B
C4H21NO7 | wB97M-V/def2-TZVPD

Geometry as ORCA input:
```
! RIJCOSX wB97M-V def2-TZVPD def2/J DEFGRID3
* xyz 0 1
H -2.30476 -3.12488 0.79428
O 2.14637 -1.68758 -1.11286
H -0.19786 0.46933 -0.26194
H 2.36361 1.31665 -2.71467
C -0.23296 1.52000 -0.56016
H -1.79734 1.69379 -1.98317
H -0.59443 2.36191 1.40397
H -1.43751 -1.94699 0.85594
H 0.70478 3.25839 0.44362
H 0.51669 1.42904 -1.34025
H 0.44646 -2.26438 1.94095
H 3.22425 0.92312 1.94808
O 0.99347 0.42795 2.13327
N 2.60063 1.59113 1.29684
O 3.11643 1.12183 -2.04529
O -2.18188 -2.28982 0.31271
H 1.50915 -2.23450 -1.48544
H 1.95030 -0.79969 -1.36672
H -3.38905 -1.13369 0.64432
H 2.96336 2.44589 0.86385
C 0.31059 2.28890 0.72243
H -2.52296 1.56300 -0.36554
H -3.53699 0.27722 0.76102
H 3.39811 0.22414 -2.29913
H -1.69267 3.13152 -0.68066
H -1.14522 -2.58453 -1.58532
C 1.26195 1.39753 1.42806
H -2.28703 -2.19224 -2.60739
C -1.57165 1.99662 -0.86930
O -1.34976 -2.45792 -2.58811
O -0.33792 -1.73911 1.90864
H 0.16297 -0.77326 1.95470
O -4.02995 -0.42486 0.35106
*
```

The LUMO energy is 0.24 eV. The highest occupied orbital energy comes out at -10.4 eV.



Verdict on stability: entry B comes out on top.



Entry A
C3H6ClN | wB97M-V/def2-TZVPD

Geometry as ORCA input:
```
! RIJCOSX wB97M-V def2-TZVPD def2/J DEFGRID3
* xyz 0 1
H -1.06714 1.73979 -0.67707
C 0.82987 -0.15485 -0.07190
C -0.11873 -1.36201 -0.06879
C -0.63652 1.65886 0.34522
H -0.91997 2.39374 1.09010
H -0.68720 -1.26975 0.85992
H -0.99320 -1.20946 -0.79678
H 1.76568 -0.57089 0.60762
N 0.29238 0.89624 0.70083
H 0.32219 -2.36982 -0.21206
Cl 1.21266 0.24815 -1.77709
*
```

The LUMO energy is 0.91 eV. The highest occupied orbital energy comes out at -9.8 eV.



Entry B
C3H6ClN | wB97M-V/def2-TZVPD

Geometry as ORCA input:
```
! RIJCOSX wB97M-V def2-TZVPD def2/J DEFGRID3
* xyz 0 1
C 0.75888 0.09072 0.52077
H 1.17060 0.19523 1.49326
N -0.75300 -0.31420 -0.85256
C -0.32342 1.04337 -0.15663
H -0.68475 -1.12608 1.12419
C -0.09818 -1.01850 0.11351
H 0.62668 -1.78899 -0.28294
H -1.15993 1.64044 0.52787
Cl 2.18394 -0.02642 -0.43127
H 0.12488 1.83246 -0.76871
H -1.84570 -0.52801 -1.28749
*
```

The LUMO energy is 0.94 eV. The highest occupied orbital energy comes out at -8.9 eV.



Verdict on stability: entry A comes out on top.



Entry A
H6NP3 | wB97M-V/def2-TZVPD

Geometry as ORCA input:
```
! RIJCOSX wB97M-V def2-TZVPD def2/J DEFGRID3
* xyz 0 1
P 0.05179 0.35338 0.59783
P -1.38088 1.67764 -0.12637
P 2.07021 0.40785 -0.24625
H -1.43834 2.68151 0.80914
H 0.61666 0.99343 1.80301
H 1.69617 0.25921 -1.67883
H -2.27791 0.89719 0.53152
H 2.39714 -1.07180 -0.05656
N -0.92504 -1.32754 -0.66974
H -1.89071 -1.26956 -0.43346
*
```

The LUMO energy (spin up / spin down) is -0.48 / -1.01 eV. The highest occupied orbital energy (spin up / spin down) comes out at -8.2 / -8.8 eV.



Entry B
H6NP3 | wB97M-V/def2-TZVPD

Geometry as ORCA input:
```
! RIJCOSX wB97M-V def2-TZVPD def2/J DEFGRID3
* xyz 0 1
H -1.47876 0.81764 -2.28485
H 2.07860 2.30031 0.06422
H -0.15314 -2.06340 0.00870
H -1.81193 -1.23045 0.99813
N -1.21716 0.12951 -1.55540
P -0.40638 -1.28544 1.11637
P 1.71650 1.13601 -0.66337
H -1.17263 1.34318 0.65819
P -0.39624 0.47501 -0.25096
H 2.46894 0.25540 0.10183
*
```

The LUMO energy is 0.46 eV. The highest occupied orbital energy comes out at -8.8 eV.



Verdict on stability: entry B comes out on top.